[1]
9
Properties=species:S:1:pos:R:3 method="wB97M-V/def2-TZVPD" molar_mass_g_mol=210.96 energy_ha=-614.40657 homo_lumo_gap_ha=0.3046 multiplicity=1 lumo_ev=-0.90
C -1.809 -0.593 0.100
C 0.018 0.200 0.043
N -1.193 0.538 0.522
N 0.233 -0.930 -0.515
N 1.798 1.434 0.262
O -0.967 -1.512 -0.365
I 3.301 0.232 0.072
H -2.755 -0.940 0.510
H 1.374 1.573 -0.630

---

[2]
7
Properties=species:S:1:pos:R:3 method="wB97M-V/def2-TZVPD" molar_mass_g_mol=182.95 energy_ha=-504.99189 homo_lumo_gap_ha="0.3109 / 0.1923" multiplicity=1 lumo_ev="-1.07 / -2.98"
C -0.445 0.232 0.165
C 0.390 0.683 -0.815
N -1.395 -0.621 -0.111
O 1.035 1.247 -1.557
I 2.646 -1.553 0.570
H -0.141 0.640 1.063
H -2.090 -0.629 0.685

---

[3]
8
Properties=species:S:1:pos:R:3 method="wB97M-V/def2-TZVPD" molar_mass_g_mol=198.95 energy_ha=-580.06130 homo_lumo_gap_ha="0.2481 / 0.2215" multiplicity=3 lumo_ev="0.64 / -3.50"
C -0.053 -0.324 -0.227
C 3.536 0.107 -0.938
N 4.160 0.197 0.028
O 0.735 -0.689 0.583
O 4.610 0.224 1.103
I 3.018 -0.378 -2.823
H -1.131 -0.238 0.085
H 0.214 0.027 -1.327

---

[4]
9
Properties=species:S:1:pos:R:3 method="wB97M-V/def2-TZVPD" molar_mass_g_mol=231.01 energy_ha=-978.33086 homo_lumo_gap_ha="0.2721 / 0.2709" multiplicity=1 lumo_ev="-3.53 / -3.54"
C 1.845 1.671 -0.110
C -0.098 0.002 0.066
N 2.641 2.474 -0.207
O -1.094 2.124 -1.109
O -1.103 2.042 1.373
S -1.127 1.389 0.110
I -3.169 0.021 0.048
H 0.182 -0.470 0.983
H 0.068 -0.465 -0.885

---

[5]
9
Properties=species:S:1:pos:R:3 method="wB97M-V/def2-TZVPD" molar_mass_g_mol=214.95 energy_ha=-655.38766 homo_lumo_gap_ha=0.3322 multiplicity=1 lumo_ev=0.17
C -0.997 -0.058 0.356
C 1.809 -0.770 1.309
N -0.294 0.905 0.558
O -1.294 -1.080 -0.116
O 1.648 -1.960 0.848
O -0.258 2.137 1.135
I 2.876 0.350 -0.155
H 1.399 -2.652 1.504
H 0.562 2.580 1.085

---

[6]
8
Properties=species:S:1:pos:R:3 method="wB97M-V/def2-TZVPD" molar_mass_g_mol=209.98 energy_ha=-843.51203 homo_lumo_gap_ha="0.2251 / 0.2833" multiplicity=6 lumo_ev="-4.00 / -4.21" total_charge=+1
O -1.530 3.123 -2.639
C -1.441 4.259 -2.349
C -1.109 5.466 -1.951
O 0.707 2.154 0.006
Li 1.892 3.349 0.215
Pm -0.297 0.739 -1.425
H -1.691 5.934 -1.156
H -0.432 6.054 -2.573

---

[7]
8
Properties=species:S:1:pos:R:3 method="wB97M-V/def2-TZVPD" molar_mass_g_mol=150.45 energy_ha=-259.19527 homo_lumo_gap_ha="0.2194 / 0.2157" multiplicity=2 lumo_ev="-4.34 / -4.38" total_charge=+1
C -1.109 0.865 -0.450
H -1.372 1.464 -1.325
H -1.899 0.985 0.296
O -1.020 -0.530 -0.834
C 0.126 -0.973 -0.432
O 1.164 -0.685 0.058
Rb 3.333 -2.580 2.329
Li 0.777 1.453 0.359

---

[8]
8
Properties=species:S:1:pos:R:3 method="wB97M-V/def2-TZVPD" molar_mass_g_mol=150.44 energy_ha=-259.16120 homo_lumo_gap_ha="0.2240 / 0.2966" multiplicity=2 lumo_ev="-4.02 / -4.00" total_charge=+1
O -3.456 -0.684 0.051
C -3.092 0.430 0.686
C -1.846 0.684 0.052
O -0.921 -0.196 0.267
Li -1.965 -1.822 0.635
H -3.821 1.249 0.758
Rb 2.132 0.219 -0.781
H -2.509 0.392 -1.107

---

[9]
8
Properties=species:S:1:pos:R:3 method="wB97M-V/def2-TZVPD" molar_mass_g_mol=269.36 energy_ha=-407.56654 homo_lumo_gap_ha="0.3526 / 0.2815" multiplicity=2 lumo_ev="-3.96 / -6.34" total_charge=+1
O -0.439 1.525 0.382
C 0.534 0.873 0.413
C 1.604 0.123 0.463
O -2.208 -0.916 -0.765
Li -1.025 -2.070 -1.136
Tl -2.557 0.803 -0.337
H 1.792 -0.471 1.358
H 2.298 0.132 -0.378

---

[10]
6
Properties=species:S:1:pos:R:3 method="wB97M-V/def2-TZVPD" molar_mass_g_mol=54.05 energy_ha=-186.82212 homo_lumo_gap_ha=0.4623 multiplicity=1 lumo_ev=0.57
C 0.587 -1.152 0.114
N -0.111 -1.162 1.041
C 0.147 1.162 -1.085
N -0.597 1.953 -0.714
H -0.793 -0.897 1.724
H 0.767 0.096 -1.081

---

[11]
6
Properties=species:S:1:pos:R:3 method="wB97M-V/def2-TZVPD" molar_mass_g_mol=54.05 energy_ha=-186.71003 homo_lumo_gap_ha="0.2645 / 0.2645" multiplicity=1 lumo_ev="-1.65 / -1.65"
C -2.428 -0.022 0.025
C -1.169 -0.586 0.060
N -3.450 0.556 -0.018
N -0.435 -1.529 0.020
H -0.391 1.427 -0.618
H 0.569 -1.284 -0.353

---

[12]
6
Properties=species:S:1:pos:R:3 method="wB97M-V/def2-TZVPD" molar_mass_g_mol=54.05 energy_ha=-186.85512 homo_lumo_gap_ha=0.4246 multiplicity=1 lumo_ev=0.09 smiles="[H]/N=C/C#N"
H 0.758 -0.827 0.276
N -0.205 -1.153 -0.029
C -0.833 -0.093 0.013
C -2.283 -0.036 -0.060
N -3.398 0.136 0.051
H -0.201 1.004 0.245

---

[13]
7
Properties=species:S:1:pos:R:3 method="wB97M-V/def2-TZVPD" molar_mass_g_mol=70.05 energy_ha=-262.04468 homo_lumo_gap_ha=0.3570 multiplicity=1 lumo_ev=0.08
O 0.187 -0.832 2.342
C 0.520 -0.239 1.349
C -0.387 0.433 0.415
N -0.624 0.236 -0.737
N -0.993 0.058 -1.899
H 1.578 -0.118 1.045
H -0.281 0.463 -2.514

---

[14]
7
Properties=species:S:1:pos:R:3 method="wB97M-V/def2-TZVPD" molar_mass_g_mol=70.05 energy_ha=-261.99965 homo_lumo_gap_ha=0.4104 multiplicity=1 lumo_ev=1.14
C 1.508 0.037 -0.072
C -2.360 -1.183 0.013
N 1.506 1.180 -0.082
N -2.123 -0.061 0.103
O -1.841 1.069 0.120
H -2.474 -2.172 0.355
H 1.819 2.192 -0.017

---

[15]
7
Properties=species:S:1:pos:R:3 method="wB97M-V/def2-TZVPD" molar_mass_g_mol=70.05 energy_ha=-262.01816 homo_lumo_gap_ha=0.4337 multiplicity=1 lumo_ev=1.15 smiles=N#[N+][O-].C#C
N 2.498 -1.006 0.176
N 3.204 -0.167 0.034
O 3.940 0.706 -0.116
C -0.257 -0.548 -0.192
C -0.384 0.587 0.161
H -0.062 -1.541 -0.470
H -0.542 1.578 0.465

---

[16]
7
Properties=species:S:1:pos:R:3 method="wB97M-V/def2-TZVPD" molar_mass_g_mol=70.05 energy_ha=-262.01892 homo_lumo_gap_ha=0.4254 multiplicity=1 lumo_ev=0.21 smiles=N#C[C@H]1NO1
N 3.473 0.203 -0.141
C 2.323 0.012 -0.036
C 0.955 -0.186 0.233
N -0.051 -0.998 -0.743
O 0.344 -1.357 0.638
H 0.407 0.841 0.507
H -0.965 -0.480 -0.559

---

[17]
7
Properties=species:S:1:pos:R:3 method="wB97M-V/def2-TZVPD" molar_mass_g_mol=70.05 energy_ha=-261.93382 homo_lumo_gap_ha="0.3013 / 0.3014" multiplicity=1 lumo_ev="-1.91 / -1.91" smiles="C=[N+]([O-])C#N"
C -1.135 -0.027 0.118
N 0.134 -0.098 -0.072
O 0.880 -1.591 0.016
C 1.185 0.620 0.042
N 2.225 1.128 0.055
H -1.693 -0.868 -0.295
H -1.597 0.835 0.137

---

[18]
8
Properties=species:S:1:pos:R:3 method="wB97M-V/def2-TZVPD" molar_mass_g_mol=86.05 energy_ha=-337.40129 homo_lumo_gap_ha=0.4199 multiplicity=1 lumo_ev=0.63 smiles="N=C=O.N=C=O"
N -1.745 0.418 -0.252
C -1.581 -0.069 0.822
O -1.307 -0.541 1.837
H -2.120 -0.010 -1.159
N 1.977 0.260 0.379
C 1.307 -0.067 -0.598
O 0.599 -0.475 -1.417
H 2.870 0.483 0.388

---

[19]
8
Properties=species:S:1:pos:R:3 method="wB97M-V/def2-TZVPD" molar_mass_g_mol=86.05 energy_ha=-337.04582 homo_lumo_gap_ha="0.3162 / 0.2101" multiplicity=3 lumo_ev="-0.96 / -5.51"
C 1.816 0.620 -0.107
C -0.514 0.572 -0.001
N 2.922 0.386 -0.044
N -0.883 -0.843 -0.032
O -0.986 -1.493 -1.087
O -1.007 -1.279 1.090
H -0.324 0.898 1.014
H -1.022 1.139 -0.833

---

[20]
9
Properties=species:S:1:pos:R:3 method="wB97M-V/def2-TZVPD" molar_mass_g_mol=118.12 energy_ha=-735.31028 homo_lumo_gap_ha="0.2796 / 0.2765" multiplicity=1 lumo_ev="-1.24 / -1.35"
C 1.007 -0.372 -1.359
C -0.014 0.010 -0.588
N 0.191 1.367 -0.415
N -0.999 -0.931 1.856
O -2.013 -0.393 2.155
O -0.332 -1.803 2.301
S 1.343 1.347 -1.732
H 1.394 -1.253 -1.812
H -0.578 2.027 -0.406